1.
Density functional theory data (wB97M-V/def2-TZVPD) for a molecular structure, C6H10N2.

Geometry (Å):
C (-1.718, -0.980, -0.162)
C (-1.994, 0.600, 0.189)
C (0.633, 1.425, -0.012)
C (1.677, 0.430, -0.388)
C (1.063, -0.951, -0.336)
C (-0.270, -0.678, 0.289)
H (-1.906, -1.292, -1.206)
H (-2.276, -1.807, 0.417)
H (-2.704, 1.009, -0.467)
H (-2.125, 0.778, 1.239)
H (0.956, 1.504, 1.115)
H (0.678, 2.429, -0.428)
H (2.434, 0.677, -1.195)
H (3.059, -0.828, 0.270)
H (1.251, -1.821, -1.056)
H (-0.270, -0.631, 1.361)
N (-0.598, 0.631, -0.248)
N (2.110, -0.496, 0.619)

Forces on atoms 1 to 2 (eV/Å):
-2.0431 -2.1338 1.9075
1.7310 -3.1347 -1.0776

Results
HOMO-LUMO gap = 9.6 eV
DFT total energy = -9360.338 eV
energy above the lowest of the compared OMol25 structures with the same formula, charge and spin = 4.0987 eV



2.
Density functional theory data (wB97M-V/def2-TZVPD) for a single C6H10N2 molecule.

Geometry (Å):
C (0.060, 1.401, 1.513)
C (0.145, -1.120, 0.801)
C (0.160, 0.242, 0.562)
N (0.483, -2.206, 0.073)
C (-1.346, -0.289, 0.154)
C (1.732, 0.816, -1.158)
C (-1.832, -0.252, -1.104)
N (1.581, 0.143, -0.099)
H (0.330, -3.159, 0.353)
H (1.019, -2.171, -0.782)
H (-2.051, -0.196, 0.970)
H (-0.714, 1.214, 2.255)
H (1.030, 1.558, 1.988)
H (-0.169, 2.319, 0.967)
H (2.734, 0.941, -1.563)
H (0.910, 1.317, -1.675)
H (-1.180, -0.386, -1.957)
H (-2.892, -0.174, -1.301)

Forces on atoms 1 to 2 (eV/Å):
0.0160 -0.1741 0.0626
-3.5975 -3.7472 2.7972

Results
HOMO-LUMO gap (spin up / spin down) = 7.5 / 7.5 eV
DFT total energy = -9357.804 eV
energy above the lowest of the compared OMol25 structures with the same formula, charge and spin = 6.6329 eV